(1)
Here is a 5-piece molecular cluster, C70H50BrF3N4O13P overall from OMol25. Energies are from ωB97M-V with the def2-TZVPD basis set.

## Properties
Charge: +1
Lowest unoccupied orbital energy, Ha: -0.168
2S+1: 1

```
142
Properties=species:S:1:pos:R:3:mulliken_charge:R:1
C -4.744 4.383 0.352 -1.303
C -5.896 3.393 0.315 -0.184
O -5.651 2.252 -0.506 -0.403
C -4.491 1.571 -0.160 -1.694
N -4.659 0.163 -0.577 0.490
C -3.910 -0.298 -1.614 0.139
N -3.050 0.617 -2.242 -0.230
C -4.037 -1.620 -2.012 0.359
Br -2.983 -2.198 -3.443 -0.037
C -4.926 -2.462 -1.353 0.913
C -5.053 -3.916 -1.757 -0.874
O -5.561 -4.258 -2.778 -0.467
O -4.575 -4.770 -0.816 -0.374
C -3.134 -4.759 -0.673 -0.227
C -2.693 -4.368 0.748 -0.542
C -1.576 -3.387 0.731 0.561
F -0.455 -3.794 0.090 -0.360
C -1.581 -2.178 1.284 0.034
F -2.680 -1.430 1.356 -0.059
F -0.547 -1.575 1.815 -0.218
C -5.703 -1.945 -0.311 0.802
P -6.967 -3.017 0.530 0.259
N -8.393 -2.396 0.397 -0.753
C -5.559 -0.620 0.067 0.301
C -6.438 -0.046 1.151 -1.037
O -6.383 -0.809 2.344 -0.267
N -5.028 -0.906 2.775 0.415
O -4.926 -1.669 3.636 -0.391
H -3.947 4.085 1.034 0.352
H -4.295 4.514 -0.634 0.304
H -5.096 5.355 0.692 0.412
H -6.785 3.892 -0.058 0.439
H -6.118 3.078 1.344 0.275
H -4.335 1.582 0.925 0.768
H -3.609 2.008 -0.611 0.643
H -2.078 0.367 -2.082 0.218
H -3.207 0.570 -3.245 0.278
H -2.665 -4.079 -1.383 0.095
H -2.805 -5.760 -0.937 0.545
H -2.277 -5.255 1.231 0.300
H -3.524 -3.983 1.334 0.315
H -6.483 -3.097 1.840 0.065
H -6.813 -4.288 -0.031 0.200
H -9.019 -3.036 -0.078 0.256
H -6.246 0.995 1.372 0.238
H -7.467 -0.114 0.793 0.511
C 0.442 -2.096 -5.833 -0.539
C 0.587 -2.744 -7.056 -0.588
C 0.559 -2.012 -8.232 -0.595
C 0.372 -0.636 -8.190 0.286
C 0.204 0.007 -6.964 0.253
C 0.253 -0.726 -5.788 -0.759
C -0.049 1.476 -6.887 0.625
O -0.201 2.021 -5.811 -0.704
C -0.127 2.236 -8.162 0.223
C -0.413 3.595 -8.123 -0.553
C -0.477 4.322 -9.299 -0.596
C -0.248 3.696 -10.520 -0.495
C 0.033 2.340 -10.566 -0.614
C 0.087 1.604 -9.391 0.248
C 0.358 0.140 -9.467 0.545
O 0.555 -0.411 -10.527 -0.636
H 0.474 -2.664 -4.911 0.547
H 0.722 -3.817 -7.090 0.422
H 0.677 -2.502 -9.189 0.494
H 0.139 -0.219 -4.839 0.574
H -0.585 4.076 -7.170 0.521
H -0.703 5.379 -9.268 0.447
H -0.292 4.267 -11.437 0.406
H 0.208 1.846 -11.511 0.490
C 6.368 -5.132 7.655 -0.592
C 5.106 -5.060 8.232 -0.536
C 3.992 -4.812 7.445 -0.634
C 4.139 -4.623 6.077 0.327
C 5.411 -4.676 5.500 0.200
C 6.520 -4.942 6.292 -0.858
C 5.608 -4.432 4.046 0.640
O 6.713 -4.477 3.545 -0.675
C 4.407 -4.116 3.221 0.002
C 4.568 -3.830 1.871 -0.484
C 3.462 -3.545 1.088 -0.920
C 2.188 -3.552 1.650 0.171
C 2.026 -3.831 2.996 -0.285
C 3.132 -4.106 3.788 -0.243
C 2.932 -4.372 5.244 0.514
O 1.819 -4.375 5.725 -0.671
H 7.236 -5.332 8.270 0.444
H 4.990 -5.199 9.299 0.408
H 3.007 -4.759 7.886 0.481
H 7.495 -5.002 5.842 0.957
H 5.561 -3.831 1.443 0.492
H 3.590 -3.319 0.038 0.423
H 1.325 -3.335 1.043 0.254
H 1.042 -3.834 3.446 0.540
C 8.862 -2.823 5.894 -0.209
C 9.849 -3.723 6.287 -0.616
C 10.713 -3.402 7.319 -0.801
C 10.601 -2.174 7.961 0.252
C 9.625 -1.263 7.553 0.209
C 8.753 -1.596 6.525 -0.777
C 9.510 0.079 8.195 0.514
O 8.658 0.867 7.844 -0.663
C 10.480 0.422 9.274 0.211
C 10.429 1.684 9.852 -0.555
C 11.313 2.016 10.864 -0.480
C 12.247 1.087 11.309 -0.479
C 12.305 -0.171 10.734 -0.580
C 11.429 -0.506 9.710 0.176
C 11.529 -1.855 9.084 0.623
O 12.341 -2.667 9.471 -0.657
H 8.185 -3.074 5.089 0.667
H 9.943 -4.678 5.785 0.479
H 11.480 -4.096 7.634 0.480
H 7.993 -0.888 6.224 0.490
H 9.698 2.399 9.501 0.470
H 11.275 3.002 11.309 0.402
H 12.932 1.347 12.105 0.401
H 13.030 -0.899 11.071 0.478
C -7.398 9.508 -6.505 -0.497
C -8.564 9.066 -5.889 -0.492
C -8.577 7.861 -5.206 -0.530
C -7.425 7.088 -5.146 0.192
C -6.258 7.522 -5.783 0.152
C -6.248 8.739 -6.454 -0.546
C -5.021 6.694 -5.771 0.594
O -4.004 7.066 -6.314 -0.653
C -5.070 5.375 -5.069 0.343
C -3.945 4.560 -5.086 -1.360
C -3.967 3.341 -4.430 -0.069
C -5.113 2.937 -3.752 0.306
C -6.237 3.742 -3.735 -1.048
C -6.222 4.962 -4.400 0.337
C -7.455 5.805 -4.393 0.536
O -8.444 5.445 -3.792 -0.660
H -7.390 10.453 -7.031 0.405
H -9.463 9.665 -5.941 0.404
H -9.477 7.513 -4.720 0.473
H -5.339 9.073 -6.934 0.481
H -3.060 4.886 -5.615 0.624
H -3.087 2.709 -4.448 0.426
H -5.131 1.988 -3.232 -0.048
H -7.132 3.433 -3.213 0.570
```

---

(2)
Here is C15H25IrN4O8S2 as an isolated structure from OMol25. Energies are from ωB97M-V with the def2-TZVPD basis set.

## Properties
Charge: 0
Lowest unoccupied orbital energy, Ha: 0.002
2S+1: 1
ΔE to the lowest compared entry with this formula, charge and spin, kcal per mole: 0.00

```
55
Properties=species:S:1:pos:R:3:mulliken_charge:R:1
Ir -0.899 0.057 -0.579 2.142
N 0.188 4.715 0.365 -0.788
C -0.538 3.573 -0.177 1.618
C -1.949 3.423 0.411 -1.185
C -2.877 2.425 -0.282 0.227
N -2.598 1.025 0.119 -0.713
C -2.831 2.555 -1.807 -1.542
C -1.414 2.624 -2.370 0.288
N -0.761 1.287 -2.274 -0.694
C -0.603 3.717 -1.692 -1.456
H 0.280 4.643 1.372 0.280
H -0.304 5.579 0.166 0.277
H 1.620 0.459 0.417 0.509
H 0.047 2.688 0.058 -0.640
H -2.436 4.402 0.337 0.403
H -1.880 3.182 1.475 0.350
H -3.897 2.645 0.048 0.311
H -3.376 0.445 -0.190 0.375
H -2.566 0.960 1.145 0.355
H -3.341 3.480 -2.085 0.559
H -3.388 1.736 -2.274 0.466
H -1.474 2.858 -3.436 0.326
H 0.205 1.350 -2.590 0.339
H -1.242 0.673 -2.936 0.458
H -1.086 4.668 -1.946 0.512
H 0.411 3.763 -2.098 0.286
O 0.628 -0.663 2.932 -0.630
S -0.375 -0.100 2.089 1.344
O -1.432 0.650 2.731 -0.760
O 0.274 0.838 1.002 -1.009
O -0.976 -1.124 1.114 -0.668
C 2.693 -4.965 3.753 -1.513
C 2.554 -4.056 2.565 0.953
C 1.390 -4.060 1.806 -1.050
C 1.223 -3.178 0.753 -0.129
C 2.246 -2.296 0.448 0.857
C 3.430 -2.284 1.177 -0.809
C 3.572 -3.163 2.232 -0.793
S 2.076 -1.177 -0.891 1.018
O 3.043 -1.474 -1.899 -0.699
O 2.365 0.203 -0.249 -0.628
N 0.608 -1.093 -1.398 -0.163
C 0.115 -2.085 -2.364 -0.452
C -1.398 -1.940 -2.575 0.327
O -1.960 -2.668 -3.356 -0.675
O -2.014 -1.010 -1.873 -0.860
H 2.166 -5.905 3.595 0.386
H 2.265 -4.488 4.637 0.289
H 3.739 -5.184 3.965 0.386
H 0.589 -4.743 2.059 0.370
H 0.291 -3.153 0.209 0.216
H 4.220 -1.589 0.927 0.431
H 4.484 -3.151 2.815 0.368
H 0.296 -3.115 -2.047 0.422
H 0.594 -1.963 -3.336 0.405
```

---

(3)
Here is one molecule with the formula C3H8N2O from OMol25. Energies are from ωB97M-V with the def2-TZVPD basis set.

## Properties
Charge: 0
Lowest unoccupied orbital energy, Ha: 0.035
2S+1: 1
ΔE to the lowest compared entry with this formula, charge and spin, kcal per mole: 92.27

```
14
Properties=species:S:1:pos:R:3:mulliken_charge:R:1
H -0.093 0.043 -3.004 0.379
N 0.138 1.113 -2.988 -0.251
N 0.557 1.327 -1.923 0.151
O 0.418 -0.262 -1.307 -0.419
C 0.839 -0.720 -0.048 -0.518
C -0.289 -0.749 0.983 -0.276
C -0.769 0.649 1.362 -1.117
H 1.665 -0.083 0.301 0.302
H 1.249 -1.729 -0.194 0.265
H 0.070 -1.276 1.874 0.303
H -1.118 -1.333 0.573 0.273
H -1.108 1.191 0.480 0.272
H 0.037 1.225 1.820 0.304
H -1.596 0.603 2.070 0.332
```

---

(4)
Here is a 2-piece molecular cluster, CH4NOS2 overall from OMol25. Energies are from ωB97M-V with the def2-TZVPD basis set.

## Properties
Charge: +1
Lowest unoccupied orbital energy, Ha: -0.207
2S+1: 1
ΔE to the lowest compared entry with this formula, charge and spin, kcal per mole: 44.84

```
9
Properties=species:S:1:pos:R:3:mulliken_charge:R:1
C -1.650 0.330 -0.457 0.612
N 0.058 -0.073 0.619 -0.639
O -1.205 1.153 -1.364 -0.323
S -2.828 0.601 0.759 0.020
S -2.543 -1.174 -0.445 -0.002
H -0.009 -1.098 0.447 0.356
H -0.102 -0.076 1.642 0.341
H 0.799 0.567 0.438 0.288
H -1.109 0.869 -2.197 0.348
```

---

(5)
Here is C42H65FeN2O2PSSe as an isolated structure from OMol25. Energies are from ωB97M-V with the def2-TZVPD basis set.

## Properties
Charge: 0
Lowest unoccupied orbital energy (alpha / beta), Ha: 0.009 / 0.009
2S+1: 5
ΔE to the lowest compared entry with this formula, charge and spin, kcal per mole: 0.00

```
115
Properties=species:S:1:pos:R:3:mulliken_spin:R:1
Fe 0.494 -0.119 -0.116 3.672
C 6.334 0.076 4.314 0.000
C 5.696 -1.313 4.304 -0.001
C 6.750 -2.325 3.831 0.000
C 5.279 -1.653 5.741 0.000
C 4.481 -1.379 3.383 0.009
C 4.027 -0.303 2.646 -0.012
C 2.922 -0.422 1.807 0.014
Se 2.294 1.226 1.021 0.050
C 1.174 1.799 2.457 -0.019
C 1.628 2.833 3.264 -0.003
C 0.916 3.204 4.389 0.004
C -0.236 2.461 4.658 0.000
C -0.725 1.422 3.884 -0.001
C -0.010 1.053 2.699 -0.012
O -0.378 0.094 1.903 0.061
C -1.975 0.705 4.427 -0.001
C -2.591 -0.351 3.509 0.008
C -3.083 1.736 4.707 0.000
C -1.598 -0.002 5.739 0.000
C 1.338 4.332 5.327 0.000
C 0.236 5.401 5.374 0.000
C 1.565 3.777 6.740 0.000
C 2.631 5.002 4.865 0.000
C 2.226 -1.635 1.637 -0.041
O 1.264 -1.797 0.771 0.126
C 2.641 -2.727 2.465 0.000
C 3.749 -2.568 3.277 0.000
C 1.820 -4.021 2.472 0.009
C 0.386 -3.700 2.922 0.001
C 2.380 -5.062 3.447 0.000
C 1.798 -4.664 1.080 0.000
H 7.190 0.081 4.992 0.000
H 5.632 0.838 4.657 0.000
H 6.693 0.361 3.323 0.000
H 7.629 -2.296 4.479 0.000
H 7.066 -2.100 2.810 0.000
H 6.356 -3.342 3.842 0.000
H 6.145 -1.618 6.408 0.000
H 4.847 -2.652 5.812 0.000
H 4.536 -0.941 6.105 0.000
H 4.515 0.660 2.720 0.000
H 2.554 3.328 3.000 -0.002
H -0.787 2.712 5.557 0.000
H -2.933 0.095 2.575 -0.001
H -3.459 -0.779 4.019 0.000
H -1.889 -1.145 3.267 -0.003
H -3.326 2.291 3.799 0.000
H -2.798 2.457 5.473 0.000
H -3.987 1.228 5.053 0.000
H -0.836 -0.762 5.555 0.000
H -2.474 -0.492 6.173 0.000
H -1.201 0.698 6.475 0.000
H -0.712 4.980 5.712 0.000
H 0.076 5.830 4.383 0.000
H 0.510 6.207 6.060 0.000
H 0.656 3.330 7.145 0.000
H 1.877 4.575 7.419 0.000
H 2.339 3.008 6.731 0.000
H 2.523 5.442 3.872 0.000
H 3.463 4.295 4.836 0.000
H 2.898 5.802 5.558 0.000
H 4.067 -3.407 3.880 0.000
H 0.388 -3.331 3.950 0.000
H -0.225 -4.607 2.890 0.000
H -0.066 -2.936 2.291 0.000
H 2.419 -4.680 4.469 0.000
H 3.381 -5.395 3.164 0.000
H 1.727 -5.937 3.445 0.000
H 1.301 -4.010 0.368 -0.001
H 1.267 -5.619 1.116 0.000
H 2.815 -4.862 0.729 0.000
C -1.298 -1.559 -2.257 0.009
C -1.094 -0.241 -3.004 -0.014
N -0.001 0.563 -2.444 0.053
C -0.217 2.006 -2.557 0.008
C -1.414 2.488 -1.733 -0.004
S -1.512 1.726 -0.093 0.033
C -2.813 0.465 -0.327 -0.007
C -2.400 -0.987 -0.092 -0.019
N -1.202 -1.410 -0.811 0.028
H -2.271 -1.974 -2.557 0.000
H -0.534 -2.271 -2.567 -0.002
H -0.921 -0.464 -4.063 0.003
H -2.004 0.353 -2.963 -0.005
H 0.862 0.321 -2.911 -0.011
H 0.691 2.495 -2.195 0.000
H -0.368 2.317 -3.600 0.000
H -1.316 3.562 -1.576 0.000
H -2.356 2.342 -2.260 0.000
H -3.611 0.693 0.380 0.002
H -3.233 0.607 -1.322 -0.002
H -2.183 -1.119 0.965 0.014
H -3.264 -1.614 -0.357 0.001
H -0.844 -2.261 -0.391 -0.006
C 4.106 -2.067 -0.940 0.002
P 2.789 -1.059 -1.704 0.045
C 3.779 0.187 -2.618 0.009
C 2.224 -2.169 -3.036 -0.002
C 1.776 -3.442 -2.666 0.010
C 1.229 -4.303 -3.603 -0.002
C 1.098 -3.900 -4.927 0.001
C 1.530 -2.640 -5.306 0.000
C 2.097 -1.783 -4.368 -0.002
H 3.650 -2.873 -0.368 -0.001
H 4.666 -1.449 -0.239 0.000
H 4.773 -2.474 -1.702 0.001
H 4.544 -0.256 -3.259 0.001
H 4.265 0.821 -1.873 -0.001
H 3.148 0.838 -3.227 0.000
H 1.849 -3.754 -1.630 0.001
H 0.897 -5.287 -3.298 0.000
H 0.666 -4.571 -5.659 0.000
H 1.439 -2.322 -6.336 0.000
H 2.449 -0.810 -4.691 0.001
```

---

(6)
Here is C30H28N3PS2SbV as an isolated structure from OMol25. Energies are from ωB97M-V with the def2-TZVPD basis set.

## Properties
Charge: +1
Lowest unoccupied orbital energy (alpha / beta), Ha: -0.119 / -0.117
2S+1: 2
ΔE to the lowest compared entry with this formula, charge and spin, kcal per mole: 16.18

```
66
Properties=species:S:1:pos:R:3:mulliken_spin:R:1
V -0.046 0.120 0.388 1.259
C 0.686 1.215 -2.324 0.018
C 0.100 -0.162 -2.439 -0.057
C -0.097 -0.751 -3.677 0.010
C -0.623 -2.033 -3.753 -0.042
C -0.946 -2.687 -2.574 0.022
C -0.729 -2.037 -1.370 -0.047
N -0.211 -0.807 -1.301 -0.019
Sb -1.304 -3.040 0.481 -0.031
C 0.571 -2.474 1.406 -0.019
C 1.297 -3.413 2.113 0.000
C 2.591 -3.097 2.507 -0.019
C 3.127 -1.898 2.071 0.009
C 2.348 -1.007 1.342 -0.017
C 2.933 0.270 0.834 -0.010
N 1.065 -1.284 1.066 -0.010
C -2.381 -1.270 1.113 -0.020
C -3.586 -1.386 1.780 0.001
C -4.349 -0.243 1.971 -0.017
C -3.926 0.932 1.369 -0.001
C -2.727 0.967 0.675 -0.013
C -2.324 2.184 -0.096 0.000
N -1.926 -0.111 0.641 0.003
H 0.628 1.733 -3.280 0.000
H 1.745 1.155 -2.048 -0.001
H 0.163 1.813 -1.565 -0.010
H 0.160 -0.207 -4.573 0.001
H -0.780 -2.503 -4.710 -0.003
H -1.367 -3.684 -2.583 -0.001
H 0.848 -4.367 2.353 -0.001
H 3.177 -3.781 3.102 -0.001
H 4.146 -1.628 2.299 0.000
H 4.011 0.171 0.703 -0.001
H 2.764 1.055 1.579 -0.002
H 2.472 0.575 -0.115 0.003
H -3.905 -2.351 2.149 -0.001
H -5.266 -0.269 2.537 -0.001
H -4.524 1.828 1.432 0.000
H -3.005 3.006 0.117 -0.001
H -2.376 1.964 -1.169 -0.001
H -1.309 2.505 0.162 -0.005
S 2.438 0.999 4.314 0.006
P 0.929 2.151 3.822 0.008
S 0.161 1.724 1.980 0.005
C -0.438 2.218 5.033 -0.001
C -0.171 2.908 6.209 0.001
C -1.190 3.120 7.116 0.000
C -2.464 2.639 6.855 0.000
C -2.717 1.927 5.695 0.001
C -1.703 1.715 4.776 0.008
C 1.298 3.921 3.565 0.000
C 0.279 4.737 3.083 -0.003
C 0.550 6.049 2.749 0.001
C 1.835 6.548 2.908 0.000
C 2.838 5.741 3.418 0.000
C 2.577 4.420 3.741 0.002
H 0.824 3.288 6.396 0.000
H -0.992 3.668 8.023 0.000
H -3.261 2.820 7.560 0.000
H -3.707 1.542 5.496 0.000
H -1.895 1.181 3.852 -0.004
H -0.718 4.330 2.972 0.000
H -0.240 6.679 2.363 0.000
H 2.043 7.576 2.653 0.000
H 3.829 6.137 3.565 0.000
H 3.344 3.770 4.138 0.000
```

---

(7)
Here is a 2-piece molecular cluster, C5H11NO overall from OMol25. Energies are from ωB97M-V with the def2-TZVPD basis set.

## Properties
Charge: 0
Lowest unoccupied orbital energy, Ha: 0.037
2S+1: 1
ΔE to the lowest compared entry with this formula, charge and spin, kcal per mole: 48.82

```
18
Properties=species:S:1:pos:R:3:mulliken_charge:R:1
C 2.023 -0.905 1.075 -0.948
C 1.309 0.201 1.273 0.779
C 1.876 1.501 1.744 -0.991
O -0.046 0.249 1.060 -0.489
H 3.089 -0.899 1.246 0.252
H 1.559 -1.830 0.769 0.300
H 2.923 1.386 2.011 0.309
H 1.779 2.259 0.966 0.249
H 1.327 1.856 2.618 0.275
H -0.238 -0.224 0.222 0.428
C -1.532 -1.374 -2.323 -0.302
N -1.219 -0.512 -1.465 -0.327
C -2.153 0.599 -1.275 -0.905
H -0.857 -2.194 -2.545 0.263
H -2.474 -1.341 -2.880 0.190
H -2.234 0.810 -0.212 0.273
H -3.139 0.363 -1.681 0.374
H -1.726 1.474 -1.762 0.272
```

---

| no. | E_tot (hartree) |
| --- | --- |
| 1 | -7109.2557 |
| 2 | -2308.3421 |
| 3 | -303.7451 |
| 4 | -966.5302 |
| 5 | -6304.1493 |
| 6 | -3646.0543 |
| 7 | -327.0535 |